{"formula": "C23H45Cl3N2O3PRhSi", "method": "ωB97M-V with the def2-TZVPD basis set", "s_squared": 6.017, "multiplicity": 5, "e_above_lowest_kcal_mol": 19.04, "total_energy_ha": -3360.52205, "orbital_gap_ev": [6.029, 7.465], "elements": ["C", "C", "H", "H", "H", "C", "C", "H", "H", "H", "H", "Rh", "Cl", "Cl", "C", "O", "N", "C", "C", "H", "H", "H", "H", "H", "H", "H", "H", "H", "C", "C", "N", "H", "C", "O", "H", "H", "H", "H", "O", "C", "C", "C", "H", "C", "H", "C", "H", "C", "C", "H", "H", "H", "Si", "Cl", "C", "C", "C", "H", "H", "H", "H", "H", "H", "H", "H", "H", "C", "P", "C", "C", "H", "H", "H", "H", "H", "H", "H", "H", "H"], "positions_angstrom": [[-3.56521, -0.48922, -3.68830], [-2.79262, -1.19376, -2.59118], [-3.16548, -0.75907, -4.67518], [-3.52641, 0.59844, -3.56553], [-4.62378, -0.78036, -3.65763], [-2.94700, -2.56408, -2.37245], [-3.78585, -3.44798, -3.19991], [-2.48034, -3.01808, -1.50358], [-3.45229, -3.51335, -4.25158], [-4.84134, -3.13883, -3.21965], [-3.77533, -4.45985, -2.78295], [1.90097, 2.38974, 0.14845], [-0.02863, 3.48753, 0.80760], [3.84528, 1.61452, -0.81507], [-0.06296, 0.49432, 2.64383], [0.77593, -0.13829, 1.99369], [-0.45425, 0.18957, 3.91053], [-0.01649, -1.05333, 4.52673], [-1.51395, 0.93889, 4.56594], [-0.57342, 1.39251, 2.24030], [0.96430, -1.32740, 4.11953], [-0.72751, -1.87553, 4.33217], [0.04849, -0.89669, 5.61092], [-1.52155, 1.95220, 4.14844], [-1.31474, 0.97643, 5.64396], [-2.50119, 0.48124, 4.39256], [1.53363, -2.34136, -2.64603], [0.01711, -3.95779, -1.55606], [2.25383, -2.45834, -1.82386], [0.77447, -4.06869, -0.76630], [1.49934, -2.81321, -0.62845], [2.81280, -1.53221, -1.65135], [1.96721, -2.41762, 0.61235], [2.88118, -1.62588, 0.79370], [0.27895, -4.32352, 0.17796], [1.41097, -2.91327, 1.43642], [2.93877, -3.27921, -2.10162], [1.44791, -4.88865, -1.06488], [-1.36498, -0.64449, -2.35307], [-2.34872, -0.24448, -1.44018], [-1.45342, -1.83625, 0.25949], [-2.27983, -0.74716, -0.05582], [-0.68270, -2.12102, -0.46433], [-1.69448, -2.56495, 1.42372], [-2.69553, 0.79797, -1.56997], [-3.12403, -0.20956, 0.94266], [-1.15384, -3.50099, 1.59110], [-2.63678, -2.10509, 2.35671], [-3.30754, -0.89571, 2.14048], [-3.65011, 0.72500, 0.72350], [-2.84091, -2.69367, 3.25203], [-3.99630, -0.49897, 2.89181], [0.52832, 1.47029, -2.87653], [0.54694, 0.73100, -0.76004], [1.88631, 0.48032, -3.67367], [1.14132, 3.21995, -2.49423], [-1.03631, 1.59416, -3.85080], [1.71134, -0.60197, -3.62080], [2.84915, 0.70838, -3.18029], [1.95706, 0.76523, -4.73778], [-1.30073, 0.62615, -4.28901], [-0.90394, 2.29798, -4.68350], [-1.86388, 1.96814, -3.24184], [1.77364, 3.43407, -1.58454], [0.26496, 3.87831, -2.44947], [1.74956, 3.51445, -3.36115], [2.09257, 4.07311, 3.13353], [2.97994, 3.14503, 1.82531], [4.39751, 4.22292, 1.45984], [3.64712, 1.63550, 2.59715], [1.34499, 4.73222, 2.67313], [2.83576, 4.66504, 3.68505], [1.58371, 3.37244, 3.80562], [4.56125, 4.89955, 2.31211], [5.28789, 3.61084, 1.27724], [4.17052, 4.80893, 0.56328], [4.73629, 1.68621, 2.51162], [3.34139, 1.61168, 3.64633], [3.26572, 0.74957, 2.07183]], "forces_ev_per_a": [[0.08, -0.19, -0.19], [0.60, 2.81, 0.84], [-0.18, 0.12, 0.13], [0.04, -0.38, -0.13], [0.27, -0.05, 0.04], [0.15, -1.34, 0.50], [-0.37, -0.51, -0.39], [0.00, 0.24, -0.18], [-0.10, 0.08, 0.28], [0.13, 0.05, -0.08], [0.02, 0.13, -0.17], [-0.07, -1.23, -1.22], [-1.89, 1.19, 0.25], [1.28, -0.29, -0.78], [0.32, -0.37, -0.26], [-0.90, 0.68, 0.93], [0.11, -0.24, -0.20], [0.03, 0.01, 0.02], [0.05, -0.04, -0.33], [0.26, -0.20, 0.09], [-0.28, 0.07, 0.12], [0.23, 0.28, 0.05], [0.09, -0.11, -0.23], [-0.09, -0.15, 0.20], [-0.07, 0.10, -0.25], [0.25, 0.10, 0.16], [0.23, 0.06, 0.19], [0.07, -0.08, 0.22], [-0.17, -0.02, 0.05], [-0.01, 0.20, 0.03], [0.64, -0.33, 0.30], [-0.17, -0.26, -0.04], [0.77, 0.42, -0.36], [-0.98, -0.97, -0.24], [0.13, 0.00, -0.26], [0.12, 0.26, -0.14], [-0.05, 0.29, 0.13], [-0.13, 0.15, 0.16], [-0.95, -0.78, -0.26], [-0.32, -0.31, -0.63], [-0.58, -0.03, -0.21], [0.04, -0.02, 1.13], [-0.48, 0.08, 0.40], [-0.06, 0.39, 0.16], [0.15, -0.47, 0.22], [0.25, -0.33, -0.78], [-0.15, 0.39, 0.13], [0.12, -0.06, -0.24], [0.12, -0.09, -0.01], [0.03, -0.36, 0.17], [0.06, 0.19, -0.19], [0.23, -0.19, -0.26], [1.30, 0.28, 1.57], [-1.75, -1.65, -2.41], [0.06, -0.10, -0.27], [-0.12, 0.26, -0.29], [-0.22, -0.05, -0.45], [0.00, 0.41, -0.09], [-0.47, -0.08, -0.15], [0.01, -0.08, 0.28], [0.09, 0.37, 0.19], [0.17, 0.07, 0.22], [0.11, -0.06, -0.09], [-0.52, -0.04, -1.20], [0.23, 0.04, 0.11], [-0.03, 0.14, 0.16], [0.37, 0.10, 0.11], [1.21, 1.73, 2.74], [0.25, 0.21, 0.24], [0.12, 0.07, 0.21], [0.27, -0.23, 0.15], [-0.32, -0.13, 0.13], [0.04, 0.18, -0.13], [0.17, -0.16, -0.32], [-0.18, 0.22, -0.06], [0.15, -0.07, 0.19], [-0.13, -0.27, 0.10], [0.13, -0.15, -0.06], [0.19, 0.11, 0.23]]}

{"formula": "C25H60O21", "method": "ωB97M-V with the def2-TZVPD basis set", "e_above_lowest_kcal_mol": 94.76, "total_energy_ha": -2568.39432, "orbital_gap_ev": 9.124, "elements": ["C", "O", "H", "H", "H", "H", "C", "O", "H", "H", "H", "H", "C", "O", "H", "H", "H", "H", "C", "O", "H", "H", "H", "H", "C", "O", "H", "H", "H", "H", "C", "O", "H", "H", "H", "H", "C", "O", "H", "H", "H", "H", "C", "O", "H", "H", "H", "H", "C", "O", "H", "H", "H", "H", "C", "C", "C", "O", "C", "O", "O", "H", "H", "H", "H", "H", "H", "C", "C", "C", "O", "C", "O", "O", "H", "H", "H", "H", "H", "H", "C", "C", "C", "O", "C", "O", "O", "H", "H", "H", "H", "H", "H", "C", "C", "C", "O", "C", "O", "O", "H", "H", "H", "H", "H", "H"], "positions_angstrom": [[-10.24035, -12.30443, -18.45103], [-11.12360, -13.30539, -18.18677], [-10.01620, -12.40937, -19.51256], [-10.57617, -11.28515, -18.26023], [-9.37494, -12.52737, -17.82695], [-10.74692, -14.18356, -18.09438], [-6.74610, -13.43819, -21.83990], [-6.13173, -14.69615, -21.66937], [-6.95666, -13.06024, -20.83943], [-6.13715, -12.76166, -22.43955], [-7.72377, -13.53699, -22.31162], [-5.20520, -14.46160, -21.57924], [-4.56217, -6.22759, -20.72224], [-5.14583, -7.08267, -19.80428], [-4.46272, -6.81034, -21.63799], [-5.15850, -5.31849, -20.79984], [-3.55624, -5.87336, -20.49702], [-4.40119, -7.60553, -19.49814], [-8.08159, -9.02583, -21.37785], [-7.52466, -9.02013, -20.05363], [-7.28926, -8.50659, -21.91703], [-8.08968, -10.02205, -21.82010], [-9.00092, -8.47091, -21.56496], [-6.96333, -8.24948, -19.94132], [-7.83794, -9.71994, -16.33395], [-7.45333, -10.87023, -15.67284], [-8.77156, -9.93804, -16.85249], [-8.06349, -8.81366, -15.77193], [-7.11703, -9.56007, -17.13572], [-6.89745, -11.41848, -16.23144], [-4.16379, -14.64191, -24.38625], [-2.97414, -15.19107, -23.97856], [-4.24374, -14.72733, -25.46996], [-5.03099, -15.17553, -23.99728], [-4.31124, -13.61160, -24.06252], [-2.99541, -15.30347, -23.02540], [-2.72040, -12.90184, -21.64858], [-3.13808, -13.92805, -20.74958], [-2.48568, -11.96281, -21.14735], [-1.92459, -13.18869, -22.33597], [-3.64010, -12.74599, -22.21248], [-2.28272, -14.31234, -20.54395], [-0.20773, -13.68723, -17.33645], [0.22643, -12.91319, -18.43501], [-0.81148, -13.13740, -16.61446], [-0.79441, -14.47816, -17.80370], [0.62662, -14.18056, -16.83785], [0.93911, -13.37991, -18.87757], [-4.93460, -11.29360, -19.06781], [-6.34052, -11.42546, -18.80839], [-4.36285, -12.17017, -19.37244], [-4.90726, -10.54118, -19.85598], [-4.34278, -10.97661, -18.20911], [-6.75087, -10.60111, -19.07983], [1.47338, -8.50613, -19.90275], [0.35970, -9.39149, -19.24842], [0.17643, -9.31391, -17.74213], [-1.12885, -8.76546, -17.57682], [-1.70915, -8.43678, -18.77512], [-2.85575, -8.12878, -18.81565], [-0.86906, -8.82693, -19.74183], [1.30366, -8.40203, -20.97441], [2.43103, -8.88470, -19.54540], [1.46221, -7.46399, -19.58347], [0.28526, -10.44432, -19.52062], [1.05679, -8.86215, -17.28498], [0.06899, -10.32277, -17.34369], [-4.55407, -5.44978, -16.71618], [-3.75564, -4.15883, -16.47141], [-2.33607, -4.29199, -15.86271], [-1.48674, -4.14159, -17.00460], [-2.21219, -3.73901, -18.03142], [-1.81305, -3.46159, -19.23309], [-3.56745, -3.83717, -17.78437], [-4.90018, -5.89529, -15.78354], [-4.08746, -6.19495, -17.36046], [-5.50617, -5.19494, -17.18167], [-4.28194, -3.37552, -15.92597], [-2.14655, -5.21564, -15.31584], [-2.13033, -3.39843, -15.27336], [-6.29005, -15.12804, -17.78283], [-5.33071, -15.69540, -16.84962], [-3.97973, -15.05847, -17.16532], [-3.48408, -14.65656, -15.98628], [-4.37164, -14.67986, -15.06016], [-4.23893, -14.29106, -13.93409], [-5.49671, -15.28819, -15.46608], [-6.44828, -14.07390, -17.55517], [-7.23145, -15.67400, -17.72097], [-6.05817, -15.34243, -18.82608], [-5.34500, -16.78412, -16.90039], [-4.13309, -14.28301, -17.91581], [-3.25808, -15.74203, -17.61261], [-1.90428, -8.02062, -25.65635], [-2.07471, -8.99510, -24.51835], [-1.72577, -8.57357, -23.14632], [-2.75262, -9.10877, -22.38427], [-3.78120, -9.57983, -23.13265], [-4.84183, -10.04487, -22.73084], [-3.48437, -9.37692, -24.38709], [-2.71093, -7.28785, -25.63502], [-1.94297, -8.39029, -26.68102], [-1.03387, -7.36984, -25.57277], [-1.57652, -9.92252, -24.80087], [-1.67091, -7.48629, -23.09259], [-0.73919, -8.87725, -22.79623]], "forces_ev_per_a": [[2.15, -0.28, -0.65], [-3.34, -1.25, 0.96], [0.71, 0.66, -0.19], [-0.54, -0.33, 0.25], [0.65, 0.78, -0.28], [0.42, 0.44, -0.09], [-0.90, 0.26, 0.57], [0.40, -0.36, -0.44], [0.17, 0.70, -0.06], [-0.02, 0.20, 0.11], [0.10, -0.29, -0.27], [0.31, -0.49, 0.31], [0.24, 0.59, -1.14], [-0.39, -0.30, 1.15], [-0.16, 0.58, -0.71], [-0.19, -0.19, -0.44], [0.19, -0.15, 0.59], [-0.10, -0.54, 0.42], [2.18, 0.78, -0.45], [-1.23, -0.85, 0.46], [-0.29, 0.06, -0.86], [-0.32, -0.12, 0.50], [-0.25, -0.21, 0.67], [0.26, 0.28, -0.15], [-0.60, -0.14, -2.30], [0.30, -0.71, 1.97], [-0.36, 0.15, -0.25], [0.69, -0.33, 0.70], [0.02, 0.83, 0.06], [-0.06, 0.26, -0.28], [-1.91, 0.16, -0.50], [1.54, -0.54, 0.47], [0.23, 0.28, -0.01], [-0.08, -0.22, 0.13], [0.21, 0.35, -0.23], [-0.03, -0.06, 0.09], [-1.60, 0.71, -0.59], [1.31, -0.28, -0.09], [0.16, -0.04, 0.20], [0.03, -0.21, 0.12], [0.32, 0.58, -0.43], [-0.20, -0.65, 0.77], [-0.08, -1.28, -0.51], [0.32, 1.25, -0.15], [0.14, 0.23, -0.33], [-0.48, -0.31, 0.64], [0.06, 0.20, 0.26], [0.00, -0.02, 0.06], [-0.26, 1.04, -0.32], [0.88, -1.32, 0.73], [-0.97, -0.61, -0.42], [0.85, 0.00, -0.10], [-0.35, 0.55, 0.41], [-0.26, 0.37, -0.35], [-0.56, -0.72, 1.07], [-0.21, 1.35, -0.87], [-0.12, -1.35, -0.24], [0.32, 1.51, 0.41], [1.21, -2.61, 1.54], [0.22, 0.79, -0.70], [-1.37, 0.90, -0.91], [0.49, -0.73, -0.05], [0.26, -0.15, -0.78], [-0.52, -0.04, 0.60], [0.76, 0.11, -0.49], [-0.65, 0.81, 0.46], [0.39, -0.03, 0.07], [-1.28, -0.07, 1.95], [-0.84, -2.56, 1.10], [-0.61, 0.86, -0.09], [0.33, -0.10, -0.38], [-0.14, 0.51, -6.97], [-1.32, -1.19, 6.23], [3.18, 2.69, -2.11], [0.34, -0.39, 0.21], [0.42, 0.26, 0.22], [0.16, 0.27, -0.33], [-0.37, -0.15, -0.13], [0.12, 0.08, -0.26], [0.00, -0.34, 0.50], [-2.53, -0.25, -0.47], [1.37, -0.36, 0.45], [-0.23, -1.86, -3.02], [3.21, 1.71, 0.51], [-1.99, -0.16, 3.56], [0.31, 0.12, -0.52], [-0.67, -0.28, -1.08], [-0.04, 0.07, -0.48], [-0.42, 0.31, 0.43], [0.69, 0.50, -0.06], [0.22, -0.03, 0.25], [0.18, 0.59, 0.35], [-0.09, -0.27, -0.09], [-0.59, 1.43, -0.18], [-0.28, -1.36, -2.17], [0.96, 1.31, -0.04], [-0.96, -0.81, 2.24], [-1.97, -0.20, 1.23], [2.63, 0.92, -0.41], [0.48, 0.16, -1.85], [-0.31, -0.01, 0.27], [0.17, -0.63, 0.32], [0.40, -0.43, 0.22], [0.14, -0.16, 0.18], [-0.56, 0.28, 0.29], [-0.18, -0.57, 0.01]]}

{"formula": "C2H4ClN", "method": "ωB97M-V with the def2-TZVPD basis set", "s_squared": 2.006, "multiplicity": 3, "e_above_lowest_kcal_mol": 27.43, "total_energy_ha": -593.34808, "orbital_gap_ev": [7.753, 6.489], "elements": ["C", "C", "N", "Cl", "H", "H", "H", "H"], "positions_angstrom": [[-0.62379, 0.80647, 0.09263], [0.25473, -0.00445, -0.73984], [-0.77344, -0.61767, -0.21235], [2.44746, -1.09761, 1.01223], [-0.28228, 1.11734, 1.07208], [-1.36214, 1.44449, -0.37971], [1.19956, -0.20167, -1.19561], [-0.86010, -1.44690, 0.35058]], "forces_ev_per_a": [[0.26, 0.25, 0.01], [1.62, 1.25, -1.40], [-2.26, -1.38, 0.19], [0.03, -0.10, 0.12], [-0.08, -0.12, 0.20], [-0.06, 0.03, 0.12], [0.19, 0.00, 0.11], [0.30, 0.07, 0.65]]}

{"formula": "CH3NS2", "method": "ωB97M-V with the def2-TZVPD basis set", "e_above_lowest_kcal_mol": 73.60, "total_energy_ha": -890.91103, "orbital_gap_ev": 9.090, "elements": ["C", "N", "S", "S", "H", "H", "H"], "positions_angstrom": [[3.93369, -0.93572, 0.34123], [-0.39774, 0.86029, 0.84662], [4.43312, 0.50041, 0.18668], [0.55069, 0.41265, -0.60957], [-0.27206, 0.82521, -1.52186], [0.34737, 1.26371, 1.60893], [-0.92407, 0.08128, 1.11394]], "forces_ev_per_a": [[0.12, 0.29, -0.01], [3.82, 2.80, -0.01], [-0.11, -0.30, 0.02], [0.32, -0.36, 2.13], [-0.96, 0.66, -0.74], [-2.75, -1.77, -2.43], [-0.43, -1.32, 1.04]]}